A structure of composition C41H58AsKN3OS2, computed with ωB97M-V with the def2-TZVPD basis set.

XYZ file:
```
107
Properties=species:S:1:pos:R:3:forces:R:3
As 0.813 -2.861 -0.497 -0.07 -0.26 -0.23
K 0.340 0.798 0.725 -0.28 -0.32 -0.17
S 0.839 -1.561 2.318 0.19 -0.53 0.36
S -5.424 0.465 0.697 0.26 0.07 -0.19
O -1.846 1.217 2.066 -0.53 -0.06 0.50
N -2.882 0.042 3.724 0.02 0.01 0.02
N -4.442 0.328 -1.764 0.05 -0.02 -0.11
N -3.437 1.870 -0.411 0.05 -0.01 0.35
C 2.668 -4.987 -3.637 -0.09 0.01 0.07
C 1.169 3.488 0.863 0.13 0.13 -0.19
C -3.460 0.505 -2.819 -0.14 -0.01 0.09
C -1.841 -2.754 -1.646 -0.07 -0.04 0.15
C -2.541 -1.262 3.160 -0.18 0.16 0.08
C -3.236 -3.718 0.541 0.06 0.04 -0.05
C 4.368 2.015 -2.273 -0.02 0.03 0.02
C -0.617 3.099 -2.980 -0.02 0.04 0.03
C -4.369 0.903 -0.549 0.13 0.09 0.10
C 4.654 1.294 0.049 0.09 0.04 0.02
C 2.320 -4.075 -2.645 -0.11 -0.09 -0.04
C -3.221 -2.908 -1.718 0.07 0.00 0.05
C -0.612 4.868 1.942 -0.05 0.02 0.01
C -1.140 -3.095 -0.488 -0.10 0.01 0.03
C -2.556 1.183 3.085 0.19 -0.08 -0.26
C 1.109 1.484 -3.600 0.00 -0.01 0.04
C 0.780 4.256 2.111 -0.02 -0.03 0.02
C 1.651 -3.968 3.427 -0.01 -0.09 -0.11
C 1.287 -3.958 1.042 -0.04 0.15 0.32
C 1.140 -4.218 -1.913 0.10 -0.05 -0.03
C 1.829 -6.058 -3.919 -0.01 0.06 0.05
C 3.223 -0.067 -1.399 0.09 0.03 -0.07
C 0.645 -6.210 -3.203 0.04 0.10 0.04
C 2.420 2.241 -0.635 0.05 0.07 -0.01
C 1.290 -3.250 2.273 0.04 -0.11 -0.28
C 0.512 3.492 -0.378 0.18 -0.02 -0.11
C 0.880 2.787 -2.817 0.04 -0.10 0.05
C -1.852 -3.576 0.608 -0.08 0.05 -0.07
C 0.776 3.331 3.339 -0.04 -0.05 0.02
C -3.097 2.465 3.676 -0.04 0.02 0.04
C 1.975 -5.994 2.149 -0.01 0.05 0.06
C 1.786 5.392 2.358 0.05 0.02 0.03
C 1.638 3.937 -3.507 0.03 0.01 -0.03
C 3.618 1.387 -1.083 0.01 0.09 -0.02
C 1.982 -5.315 3.364 -0.01 0.16 -0.02
C 0.307 -5.298 -2.208 0.08 0.03 -0.08
C 1.627 -5.308 0.994 0.00 0.19 -0.01
C -3.925 -3.389 -0.621 0.03 0.01 0.04
C 2.327 2.708 0.700 0.15 0.37 -0.09
C 1.255 2.726 -1.328 0.08 0.20 0.11
C -3.798 0.038 4.856 0.04 -0.04 -0.18
H -3.862 0.101 -3.744 -0.02 -0.05 -0.03
H 1.667 -3.440 4.373 0.00 -0.02 -0.01
H 0.039 2.528 3.219 0.10 0.12 0.02
H -3.262 1.563 -2.989 -0.07 0.01 -0.04
H -2.829 3.287 3.020 0.00 -0.01 0.00
H -1.213 2.373 -2.418 0.04 0.02 -0.04
H 1.824 6.057 1.489 0.00 -0.05 0.08
H 2.092 -6.769 -4.694 -0.01 0.02 0.03
H -2.666 2.655 4.663 -0.04 -0.04 -0.08
H 2.240 -7.043 2.102 0.00 0.00 0.00
H 0.806 1.622 -4.645 0.01 -0.01 0.06
H -3.707 -0.921 5.358 0.02 -0.05 0.02
H 0.524 3.894 4.249 0.03 -0.06 -0.08
H 5.499 0.683 -0.289 -0.05 0.02 0.03
H 1.402 4.880 -3.005 0.02 -0.05 -0.03
H 4.233 0.818 0.939 0.04 0.04 -0.08
H -3.426 -1.708 2.699 -0.05 -0.01 0.03
H -0.900 3.028 -4.035 0.00 0.02 0.03
H -5.004 -3.496 -0.665 0.08 0.01 0.01
H -3.169 2.076 0.542 -0.01 0.04 0.00
H 2.257 -5.841 4.272 -0.01 0.02 0.00
H -4.839 0.161 4.542 0.02 -0.01 -0.04
H -2.689 1.974 -1.079 -0.06 -0.06 0.00
H -5.016 -0.495 -1.773 -0.13 -0.08 -0.09
H -1.296 -2.386 -2.508 0.03 0.02 -0.08
H 0.505 0.672 -3.178 0.04 0.04 -0.02
H 3.046 -0.614 -0.472 -0.04 -0.03 0.06
H 1.510 5.984 3.244 0.03 -0.08 -0.11
H -0.610 5.644 1.168 0.00 -0.09 0.07
H 2.791 4.985 2.512 -0.11 0.05 -0.02
H -3.554 0.815 5.576 0.03 0.02 -0.01
H 1.758 2.868 3.487 -0.13 0.06 -0.03
H -0.949 5.326 2.881 0.02 -0.03 -0.07
H -0.014 -7.043 -3.419 0.01 0.02 0.01
H 2.970 -3.231 -2.437 0.03 -0.01 -0.01
H -0.875 4.101 -2.629 0.03 -0.10 -0.01
H 1.633 -5.832 0.047 -0.02 0.00 -0.05
H -1.332 4.098 1.646 0.05 0.08 0.05
H 5.285 1.449 -2.479 -0.05 0.03 0.01
H -0.617 -5.430 -1.657 -0.01 0.00 0.02
H -2.514 0.001 -2.603 0.05 -0.02 0.07
H -3.782 -4.082 1.405 0.03 0.00 -0.03
H -0.376 4.070 -0.600 0.01 -0.10 0.01
H -2.154 -1.912 3.948 -0.04 0.05 -0.05
H 5.033 2.283 0.326 -0.04 -0.11 -0.03
H -1.766 -1.157 2.415 0.07 0.05 -0.06
H 3.588 -4.858 -4.195 -0.01 0.00 0.02
H 4.646 3.047 -2.037 -0.03 -0.10 -0.02
H 3.781 2.030 -3.191 0.05 0.00 0.07
H 4.028 -0.585 -1.942 -0.08 0.06 0.09
H 2.718 3.796 -3.452 -0.08 0.01 -0.01
H 1.352 4.022 -4.566 0.03 -0.01 0.11
H -4.184 2.412 3.775 0.07 0.04 -0.01
H -3.746 -2.658 -2.636 0.03 -0.02 0.04
H 2.147 1.157 -3.599 -0.11 0.03 0.00
H 2.314 -0.142 -1.989 -0.02 0.00 -0.07
H 3.056 2.525 1.480 -0.09 -0.02 -0.06
H -1.321 -3.830 1.519 -0.02 -0.01 -0.03
```
Positions in Å, forces in eV/Å.

Summary:
Energy relative to the best compared isomer or geometry (same formula, charge and spin) = 12.4 kcal per mole
HOMO energy = -0.14976 Eh
E_tot = -148814.51655 eV
Charge = -1
Maximum force = 0.0142 Eh/bohr
Spin multiplicity = 1



A cluster of 2 separate species, C3H6N3OS2 in total, computed with ωB97M-V with the def2-TZVPD basis set.

XYZ file:
```
15
Properties=species:S:1:pos:R:3:forces:R:3
S 1.096 -2.284 -0.503 0.02 0.79 0.55
S 1.707 1.734 -1.150 0.22 0.38 -1.43
O 0.118 1.647 0.920 -0.25 -0.33 -0.08
N -2.083 -0.313 -1.172 -0.37 -1.66 -1.35
N -2.740 -0.799 -0.210 0.83 1.40 -0.25
N -1.573 0.878 -1.119 -1.46 -0.01 1.91
C 1.774 -0.033 0.898 0.40 1.35 -0.60
C 1.022 1.148 0.242 -0.02 1.20 1.58
C 1.012 -1.200 0.742 -0.86 -4.10 -0.88
H 1.918 0.208 1.894 -0.21 0.61 2.23
H -1.479 1.239 -0.161 0.42 0.47 -0.60
H -2.959 -1.712 -0.576 -0.37 -0.53 0.16
H 2.741 -0.002 0.486 1.06 -0.67 -1.02
H -0.895 1.052 -1.825 0.61 0.25 -0.09
H 0.341 -1.562 1.534 -0.01 0.86 -0.13
```
Positions in Å, forces in eV/Å.

Summary:
Energy relative to the best compared isomer or geometry (same formula, charge and spin) = 3.6 kcal per mole
HOMO energy = -0.15062 Eh
E_tot = -31395.85961 eV
Charge = -1
Maximum force = 0.0832 Eh/bohr
Spin multiplicity = 1